No. 1
Formula: C8H12OS2
Source: the OMol25 dataset
Level of theory: the ωB97M-V functional and the def2-TZVPD basis

XYZ file:
```
23
C8H12OS2 (the ωB97M-V functional and the def2-TZVPD basis)
S -1.332 1.416 -0.090
S -2.193 -1.352 -0.158
O 4.224 0.241 -0.276
C 3.075 -0.497 -0.272
C -3.461 -0.116 0.443
C 1.725 1.528 0.237
C 0.533 -0.718 -0.030
C 0.755 -2.150 -0.293
C -0.795 -0.279 -0.028
C -3.117 1.173 -0.296
C 1.812 0.059 -0.083
H 0.720 -2.413 -1.281
H 3.158 -1.611 -0.453
H 0.812 1.694 0.556
H 4.167 1.152 0.093
H 2.515 1.892 1.030
H -3.735 1.961 0.080
H -0.006 -2.941 0.070
H -3.484 0.153 1.583
H -4.517 -0.577 0.133
H 1.916 2.033 -0.761
H 1.682 -2.360 0.192
H -3.489 1.238 -1.371
```

Summary:
**E_HOMO**: -0.2634 Eh
**Energy relative to the best compared isomer or geometry (same formula, charge and spin)**: 268.48 kJ/mol
**Multiplicity**: 1
**Kohn-Sham gap**: 7.8 eV
**SMILES string**: CC(=C1SCCS1)/C(C)=C/O
**Total charge**: 0
**Lowest unoccupied orbital energy**: 0.6 eV
**E_tot**: -32205.8311 eV

No. 2
Formula: C8H12P2
Source: the OMol25 dataset
Level of theory: the ωB97M-V functional and the def2-TZVPD basis

XYZ file:
```
22
C8H12P2 (the ωB97M-V functional and the def2-TZVPD basis)
P -2.605 1.654 0.379
P -2.194 -1.313 0.111
C 1.514 -1.408 0.518
C -3.895 -0.718 -0.120
C -1.572 0.221 0.295
C 1.137 -0.124 1.100
C -4.046 0.680 -0.117
C 1.756 1.040 0.349
C 2.617 -0.958 -0.435
C 2.206 0.473 -0.976
H 0.512 -1.911 0.169
H -4.970 1.286 -0.304
H -2.350 2.246 -0.885
H 3.109 0.712 -1.527
H 0.921 1.727 0.102
H 0.591 0.085 2.057
H 2.437 1.690 0.879
H 1.341 0.571 -1.696
H -4.764 -1.427 -0.182
H 2.841 -1.787 -1.204
H 1.849 -2.021 1.316
H 3.566 -0.714 0.170
```

Summary:
**E_HOMO (spin up / spin down)**: -0.2500 / -0.3269 Eh
**Energy relative to the best compared isomer or geometry (same formula, charge and spin)**: 0.00 kJ/mol
**Multiplicity**: 3
**Kohn-Sham gap (spin up / spin down)**: 6.5 / 7.6 eV
**<S²>**: 2.03
**Total charge**: 0
**Lowest unoccupied orbital energy (spin up / spin down)**: -0.4 / -1.2 eV
**E_tot**: -27061.1781 eV

No. 3
Formula: C8H13BrO3S
Source: the OMol25 dataset
Level of theory: the ωB97M-V functional and the def2-TZVPD basis

XYZ file:
```
26
C8H13BrO3S (the ωB97M-V functional and the def2-TZVPD basis)
Br 2.262 0.351 -0.547
S 0.325 -1.700 -0.989
O 0.437 -0.903 -2.202
O -0.910 -2.443 -0.826
O -1.961 0.543 0.552
C -1.302 3.469 -0.138
C -0.558 2.153 -0.556
C -0.010 -1.730 2.220
C 0.796 -0.449 1.704
C -1.486 2.920 -1.506
C 0.658 -0.369 0.196
C -0.955 0.859 0.066
C 1.628 -2.889 -1.193
H 2.683 -2.617 -0.785
H -2.172 3.440 0.586
H 0.507 0.385 2.357
H 1.258 -3.879 -0.703
H -0.765 4.389 -0.096
H -1.056 3.379 -2.390
H 1.677 -3.074 -2.245
H 0.441 2.433 -0.631
H -2.408 2.431 -1.737
H 0.522 -2.713 2.153
H 1.778 -0.630 2.033
H -0.509 -1.592 3.118
H -0.882 -1.767 1.559
```

Summary:
**E_HOMO**: -0.3385 Eh
**Energy relative to the best compared isomer or geometry (same formula, charge and spin)**: 94.70 kJ/mol
**Multiplicity**: 1
**Kohn-Sham gap**: 9.8 eV
**Total charge**: 0
**Lowest unoccupied orbital energy**: 0.6 eV
**E_tot**: -95522.7119 eV

No. 4
Formula: C8H13ClN3O
Source: the OMol25 dataset
Level of theory: the ωB97M-V functional and the def2-TZVPD basis

XYZ file:
```
26
C8H13ClN3O (the ωB97M-V functional and the def2-TZVPD basis)
Cl 2.552 -0.686 -0.202
O -0.009 2.798 1.502
N -1.051 1.011 -0.415
N -0.017 -1.375 0.222
N 1.228 -3.148 -1.647
C 0.046 -2.714 0.311
C -1.375 2.868 1.149
C 0.848 -0.436 -0.122
C -1.583 2.371 -0.282
C 0.471 1.500 1.409
C 0.364 0.975 -0.057
C 1.162 -3.477 -0.245
C 1.124 -2.338 -2.473
H -0.892 -3.214 0.477
H -1.652 3.920 1.233
H 1.515 1.513 1.728
H -0.107 0.820 2.053
H 1.042 -1.697 -3.307
H -1.076 3.064 -0.968
H -1.172 0.717 -1.382
H 0.985 1.633 -0.686
H 1.001 -4.552 -0.174
H -1.977 2.269 1.848
H -0.935 -0.943 0.396
H 2.152 -3.225 0.148
H -2.646 2.346 -0.518
```

Summary:
**E_HOMO (spin up / spin down)**: -0.4177 / -0.4177 Eh
**Energy relative to the best compared isomer or geometry (same formula, charge and spin)**: 63.47 kJ/mol
**Multiplicity**: 1
**Kohn-Sham gap (spin up / spin down)**: 7.1 / 7.1 eV
**Total charge**: +1
**Lowest unoccupied orbital energy (spin up / spin down)**: -4.2 / -4.2 eV
**E_tot**: -27536.6888 eV

No. 5
Formula: C8H13F2NO3
Source: the OMol25 dataset
Level of theory: the ωB97M-V functional and the def2-TZVPD basis

XYZ file:
```
27
C8H13F2NO3 (the ωB97M-V functional and the def2-TZVPD basis)
F -3.358 1.366 -0.329
F -1.351 1.818 -0.913
O -1.191 -2.498 0.568
O 1.305 2.851 1.039
O -3.120 -1.028 -0.393
N 0.499 0.803 1.062
C -2.066 1.071 -0.078
C 2.072 1.277 -0.768
C 1.170 1.633 0.471
C -1.069 -1.163 0.824
C 1.001 -1.073 -0.712
C 0.401 -0.657 0.674
C 2.333 -0.190 -0.879
C -1.888 -0.406 -0.247
H 0.454 -0.910 -1.617
H -0.426 -2.970 0.999
H 3.065 -0.525 -0.122
H 1.388 1.662 -1.550
H -3.067 -1.898 -0.023
H -1.331 -0.816 1.831
H 2.879 2.038 -0.693
H 0.875 2.772 1.909
H 0.893 -1.139 1.494
H -1.254 -0.748 -1.111
H -2.047 1.383 1.029
H 1.185 -2.167 -0.593
H 2.649 -0.486 -1.871
```

Summary:
**E_HOMO**: -0.3512 Eh
**Energy relative to the best compared isomer or geometry (same formula, charge and spin)**: 0.00 kJ/mol
**Multiplicity**: 1
**Kohn-Sham gap**: 10.0 eV
**SMILES string**: OC1=N[C@@H]([C@H](O)[C@@H](O)C(F)F)CCC1
**Total charge**: 0
**Lowest unoccupied orbital energy**: 0.4 eV
**E_tot**: -21572.8263 eV

No. 6
Formula: C8H13F6O5S2
Source: the OMol25 dataset
Level of theory: the ωB97M-V functional and the def2-TZVPD basis

XYZ file:
```
34
C8H13F6O5S2 (the ωB97M-V functional and the def2-TZVPD basis)
S -0.751 -2.599 -1.336
S 1.157 -1.758 -1.225
F -3.983 -4.699 1.355
F 2.201 5.603 -1.220
F 4.204 5.471 -0.474
F -3.618 -3.587 -0.444
F 3.838 5.441 -2.589
F -5.482 -3.367 0.596
O -2.548 -1.858 1.298
O -4.309 -2.172 2.645
O 2.334 2.922 -0.916
O 2.128 -2.872 -0.525
O 4.367 2.964 -1.841
C 3.264 3.520 -1.358
C -3.830 -1.145 3.538
C -4.198 0.234 3.032
C 3.376 5.038 -1.414
C -4.185 -3.531 0.761
C 4.374 1.536 -1.794
C -3.571 -2.406 1.584
C 3.581 0.955 -2.946
H -5.273 0.305 2.867
H -4.314 -1.338 4.492
H 3.961 1.323 -3.899
H -3.707 0.453 2.084
H -3.904 0.993 3.755
H 3.995 1.197 -0.829
H -2.756 -1.250 3.688
H 5.417 1.234 -1.859
H -0.817 -3.183 -0.095
H 2.530 1.240 -2.885
H 3.648 -0.135 -2.943
H 1.861 -3.738 -0.847
H 1.009 -0.793 -0.256
```

Summary:
**E_HOMO**: -0.5060 Eh
**Multiplicity**: 1
**Kohn-Sham gap**: 8.7 eV
**Total charge**: +1
**Lowest unoccupied orbital energy**: -5.0 eV
**E_tot**: -56711.6148 eV